(A)
The following is a DFT calculation (wB97M-V/def2-TZVPD) of 2 unconnected molecules or ions with the total composition C4H9N3.

* SMILES string: N#C/N=C/N.CC
* highest occupied orbital energy: -9.60 eV
* frontier orbital gap: 10.13 eV
* LUMO: 0.5 eV
* 2S+1: 1

Positions of all 16 atoms, in Å:
H -1.350 0.083 -0.258
C -0.282 -1.096 -1.720
H 0.167 -0.993 -2.704
N 0.303 -2.493 2.502
C 0.234 -1.383 2.196
H 1.340 2.572 0.790
N 0.022 -0.169 1.770
H -0.335 1.043 -1.389
H -1.859 0.374 -1.976
C 0.917 0.629 1.297
H 1.942 0.326 1.036
H 0.491 -1.341 -0.999
C -1.003 0.183 -1.319
H -0.271 2.258 1.358
H -0.976 -1.929 -1.753
N 0.660 1.936 1.169



(B)
The following is a DFT calculation (wB97M-V/def2-TZVPD) of 2 unconnected molecules or ions with the total composition C4H9N3.

* highest occupied orbital energy (alpha / beta): -9.45 / -8.02 eV
* frontier orbital gap (alpha / beta): 9.61 / 6.96 eV
* LUMO (alpha / beta): 0.2 / -1.1 eV
* 2S+1: 1

Positions of all 16 atoms, in Å:
H 0.008 0.707 1.533
H -1.705 -0.735 0.621
N -0.267 -2.237 0.753
N 0.308 1.064 -0.570
H -0.303 -1.330 -1.926
H -0.380 2.850 -1.286
C 1.802 -0.133 0.785
C -0.152 2.239 -0.412
H -1.083 0.060 -2.159
C -0.688 -1.080 0.424
C 0.438 0.252 0.612
H 2.075 -0.878 1.519
H -1.045 -2.825 1.056
N -1.117 -0.799 -1.607
H 2.554 0.208 0.088
H -0.447 2.637 0.569



(C)
The following is a DFT calculation (wB97M-V/def2-TZVPD) of a molecular structure, C4H9N3.

* highest occupied orbital energy: -7.45 eV
* frontier orbital gap: 8.31 eV
* LUMO: 0.9 eV
* 2S+1: 1

Positions of all 16 atoms, in Å:
C 0.673 -0.051 -0.107
H 2.396 0.028 1.207
H -1.480 1.913 -1.011
H 0.884 0.557 1.954
H -2.408 -1.977 1.598
C 1.462 0.570 1.033
N -1.402 0.923 -1.214
C -0.760 0.160 -0.249
N -2.310 -1.549 0.678
H 0.942 -0.469 -2.103
C -1.294 -0.793 0.595
H 1.714 1.607 0.785
H -2.286 0.551 -1.531
N 1.414 -0.145 -1.272
H 2.419 -0.185 -1.217
H 0.035 -1.139 0.853



Quick look at relative energies in hartree: (A) 0.0000; (B) 0.2104; (C) 0.1006.



(A)
The following is a DFT calculation (wB97M-V/def2-TZVPD) of 2 unconnected molecules or ions with the total composition C4H9N3.

* highest occupied orbital energy: -8.03 eV
* frontier orbital gap: 8.15 eV
* LUMO: 0.1 eV
* 2S+1: 1

Positions of all 16 atoms, in Å:
H 0.781 1.643 -2.320
C -0.156 -2.370 0.551
N -0.562 -0.023 1.573
N -0.596 -2.027 -0.533
H -1.788 0.821 0.081
H 1.713 1.029 1.158
H -0.631 0.767 -2.210
H -0.150 -1.143 1.468
C -0.789 0.470 0.339
N -0.008 1.407 -1.737
H 2.386 1.552 -0.489
H 0.205 -3.356 0.824
C 0.329 1.049 -0.425
H -0.859 -0.900 -0.483
C 1.550 1.213 0.108
H -1.425 -0.131 2.099



(B)
The following is a DFT calculation (wB97M-V/def2-TZVPD) of C4H9N3 in the gas phase.

* highest occupied orbital energy (alpha / beta): -7.14 / -7.14 eV
* frontier orbital gap (alpha / beta): 8.12 / 8.12 eV
* LUMO (alpha / beta): 1.0 / 1.0 eV
* 2S+1: 1

Positions of all 16 atoms, in Å:
H -3.019 -1.374 -1.085
H -3.398 0.459 0.279
H 2.111 0.029 -1.235
H 0.775 -0.827 1.460
C -2.187 -0.810 -0.818
H -1.182 -1.001 -1.143
C 1.807 0.979 -0.684
H 1.483 0.682 2.132
C 0.578 0.766 0.235
N -0.470 1.305 -0.229
N -2.429 0.243 -0.029
H 1.653 1.672 -1.449
N -1.650 1.213 0.419
H 2.656 1.302 -0.012
C 0.637 0.166 1.551
H -0.336 0.259 2.023



(C)
The following is a DFT calculation (wB97M-V/def2-TZVPD) of C4H9N3 in the gas phase.

* SMILES string: C=C/C(=N/C)NN
* highest occupied orbital energy: -8.60 eV
* frontier orbital gap: 8.46 eV
* LUMO: -0.1 eV
* 2S+1: 1

Positions of all 16 atoms, in Å:
N 0.440 -0.176 -1.175
N 1.025 1.313 1.117
H 1.394 2.056 -1.128
H 2.331 0.482 -1.347
H 1.421 0.632 1.798
H -2.555 -3.019 0.583
C -1.310 -1.019 0.377
H -1.330 -0.553 1.425
H -0.731 0.328 1.759
C -0.428 -0.106 -0.178
C 1.365 0.840 -1.617
H 1.184 1.013 -2.774
H -1.684 -2.646 -0.989
C -1.876 -2.392 0.114
N -0.376 0.839 0.753
H 1.129 2.408 1.281



Quick look at relative energies in hartree: (A) 0.0000; (B) 0.0089; (C) 0.1381.



(A)
The following is a DFT calculation (wB97M-V/def2-TZVPD) of a molecular structure, C4H9N3.

* highest occupied orbital energy: -9.70 eV
* frontier orbital gap: 10.46 eV
* LUMO: 0.8 eV
* 2S+1: 1

Positions of all 16 atoms, in Å:
C -0.402 -0.604 1.510
H -2.176 0.292 0.612
N -0.605 1.733 1.032
C -0.378 -0.565 0.047
H 1.033 -0.149 -3.076
H -1.048 -1.179 -0.370
C 0.880 -0.361 -0.991
C -1.173 0.356 0.714
H -0.566 -0.811 -2.410
N 0.374 -0.187 -2.300
H -0.286 2.310 0.097
H -0.756 -1.347 2.258
N 2.107 -0.504 -0.722
H 0.408 0.271 2.144
H 2.117 -0.623 0.262
H 0.471 1.368 1.194



(B)
The following is a DFT calculation (wB97M-V/def2-TZVPD) of C4H9N3 in the gas phase.

* highest occupied orbital energy: -7.03 eV
* frontier orbital gap: 7.96 eV
* LUMO: 0.9 eV
* 2S+1: 1

Positions of all 16 atoms, in Å:
H 1.901 -0.410 1.436
H 0.615 -2.173 -0.935
C -0.727 -0.889 -0.258
C 0.599 0.208 0.120
N 1.726 -0.385 0.431
H -0.720 1.890 1.173
H -0.046 0.756 2.118
H 1.214 2.089 -0.671
H -0.324 1.516 -1.355
H -0.975 -2.811 -0.875
N -0.387 -1.995 -0.956
N -0.536 0.888 1.240
H -2.616 -0.298 0.892
C -1.617 -0.376 0.518
H 1.226 0.781 -1.854
C 0.668 1.208 -1.022



Quick look at relative energies in hartree: (A) 0.0000; (B) 0.0132.